Record 1
Here is a cluster of 3 separate species, C3H8N2O2 in total from the OMol25 dataset. Energies are from ωB97M-V with the def2-TZVPD basis set.

LUMO energy: 0.627 eV
HOMO: -8.57 eV
Energy above the lowest of the compared OMol25 structures with the same formula, charge and spin: 71.26 kcal/mol
Frontier orbital gap: 9.20 eV

Last column: Löwdin charge in e.
CARTESIAN COORDINATES (ANGSTROEM)
C (-1.720, -2.134, -1.628)  -0.16
C (-1.153, -3.297, -1.130)  -0.16
N (-1.182, -3.215, 0.287)  0.02
C (-2.019, -2.155, 0.571)  -0.16
N (-2.557, -1.729, -0.659)  -0.01
H (-1.959, -1.726, -2.725)  0.15
H (-0.755, -4.159, -1.679)  0.09
H (-2.485, -1.921, 1.576)  0.12
H (-3.399, -1.285, -0.887)  0.12
H (4.755, 6.125, 1.054)  0.06
H (3.911, 4.887, 1.467)  -0.01
O (4.647, 5.156, 0.936)  -0.06
H (2.288, 3.916, 0.234)  0.02
H (1.444, 4.482, 1.203)  0.07
O (1.818, 3.570, 0.999)  -0.08

Record 2
Here is the molecule C3H8N2O2 from the OMol25 dataset. Energies are from ωB97M-V with the def2-TZVPD basis set.

LUMO energy: 0.965 eV
HOMO: -9.35 eV
Energy above the lowest of the compared OMol25 structures with the same formula, charge and spin: 121.06 kcal/mol
Frontier orbital gap: 10.31 eV

Last column: Löwdin charge in e.
CARTESIAN COORDINATES (ANGSTROEM)
C (2.203, 0.289, 0.180)  -0.11
C (0.822, 0.526, -0.413)  -0.25
C (-0.007, -0.705, -0.298)  -0.16
N (-1.914, -0.280, 0.753)  0.02
N (-1.415, -0.363, -0.413)  -0.37
O (-1.995, -0.132, -1.464)  0.03
O (-3.303, -0.081, 0.623)  -0.06
H (2.695, 1.245, 0.463)  0.08
H (2.127, -0.337, 1.055)  0.06
H (2.929, -0.331, -0.426)  0.09
H (0.845, 0.959, -1.438)  0.12
H (0.230, 1.309, 0.100)  0.12
H (0.264, -1.531, -0.942)  0.14
H (0.026, -1.071, 0.750)  0.13
H (-3.508, 0.501, 1.469)  0.16

Record 3
Here is a cluster of 2 separate species, C3H8N2O2 in total from the OMol25 dataset. Energies are from ωB97M-V with the def2-TZVPD basis set.

LUMO energy: 0.669 eV
HOMO: -9.09 eV
Energy above the lowest of the compared OMol25 structures with the same formula, charge and spin: 149.60 kcal/mol
Frontier orbital gap: 9.76 eV

Last column: Löwdin charge in e.
CARTESIAN COORDINATES (ANGSTROEM)
C (-1.270, -0.204, 1.308)  -0.10
C (-1.122, -0.262, -1.395)  -0.07
C (-0.775, 0.353, 0.004)  -0.11
N (1.911, 0.493, 0.873)  -0.05
N (1.248, 0.204, -0.105)  -0.24
O (1.697, -0.109, -1.228)  -0.10
O (3.208, 0.261, 0.794)  0.02
H (-0.709, 0.209, 2.281)  0.13
H (-2.227, 0.119, 1.414)  0.04
H (-1.146, -1.252, 1.545)  0.07
H (-0.264, -0.165, -2.114)  0.08
H (-1.939, 0.246, -1.857)  0.06
H (-1.265, -1.327, -1.429)  0.07
H (-0.732, 1.506, -0.024)  0.14
H (3.386, -0.073, -0.067)  0.06

Record 4
Here is the molecule C3H8N2O2 from the OMol25 dataset. Energies are from ωB97M-V with the def2-TZVPD basis set.

LUMO energy: 0.491 eV
HOMO: -9.32 eV
Energy above the lowest of the compared OMol25 structures with the same formula, charge and spin: 31.96 kcal/mol
Frontier orbital gap: 9.82 eV

Last column: Löwdin charge in e.
CARTESIAN COORDINATES (ANGSTROEM)
C (-1.448, -0.749, -0.314)  -0.52
C (2.251, 0.102, -0.141)  -0.01
C (0.756, 0.015, 0.180)  -0.47
N (-2.167, 0.385, -0.851)  0.07
O (-1.787, -0.967, 1.013)  0.00
O (0.424, 0.680, 1.321)  0.05
N (-0.017, -0.626, -0.562)  0.14
H (-1.542, -0.188, 1.531)  0.08
H (1.323, 0.969, 1.646)  0.13
H (-1.769, -1.645, -0.856)  0.14
H (-1.827, 1.247, -0.432)  0.07
H (-2.035, 0.444, -1.853)  0.07
H (2.609, 1.133, -0.149)  0.08
H (2.413, -0.322, -1.125)  0.08
H (2.814, -0.476, 0.591)  0.08

Record 5
Here is the molecule C3H8N2O2 from the OMol25 dataset. Energies are from ωB97M-V with the def2-TZVPD basis set.

LUMO energy: 0.681 eV
HOMO: -9.87 eV
Energy above the lowest of the compared OMol25 structures with the same formula, charge and spin: 14.96 kcal/mol
Frontier orbital gap: 10.56 eV

Last column: Löwdin charge in e.
CARTESIAN COORDINATES (ANGSTROEM)
C (0.812, -0.165, -0.504)  -0.19
C (0.889, 1.148, 0.294)  -0.24
O (1.836, 2.072, -0.252)  -0.07
N (0.137, -1.237, 0.199)  0.05
C (-1.188, -1.220, 0.582)  -0.62
N (-1.980, -0.243, -0.013)  0.15
O (-1.646, -2.018, 1.372)  0.05
H (1.793, -0.516, -0.806)  0.12
H (0.269, 0.061, -1.425)  0.11
H (1.161, 0.930, 1.314)  0.12
H (-0.082, 1.632, 0.210)  0.10
H (2.132, 1.727, -1.108)  0.08
H (0.689, -1.761, 0.861)  0.14
H (-1.883, -0.029, -0.992)  0.09
H (-2.938, -0.380, 0.266)  0.10

Record 6
Here is the molecule C3H8N2O2S from the OMol25 dataset. Energies are from ωB97M-V with the def2-TZVPD basis set.

LUMO energy: 0.702 eV
HOMO: -9.19 eV
Energy above the lowest of the compared OMol25 structures with the same formula, charge and spin: 56.56 kcal/mol
Frontier orbital gap: 9.89 eV

Last column: Löwdin charge in e.
CARTESIAN COORDINATES (ANGSTROEM)
C (-2.494, 0.465, -0.591)  -0.11
C (-1.064, -0.701, 0.881)  -0.46
C (1.617, -0.740, -0.183)  -0.80
H (-3.396, -0.039, -0.282)  0.07
H (-2.098, -0.091, -1.499)  0.09
H (-2.736, 1.554, -0.853)  0.12
H (-0.540, -0.607, 1.855)  0.10
H (-1.971, -1.360, 1.078)  0.11
H (3.441, -0.788, 0.256)  0.03
H (0.689, 1.064, 0.122)  0.11
H (3.066, 1.716, -0.738)  0.15
N (2.670, -1.398, 0.084)  0.09
N (1.526, 0.640, -0.265)  -0.09
O (-1.475, 0.534, 0.414)  -0.29
O (2.681, 1.306, 0.105)  -0.06
S (0.082, -1.553, -0.383)  0.94

Record 7
Here is a cluster of 2 separate species, C3H8N2O2S in total from the OMol25 dataset. Energies are from ωB97M-V with the def2-TZVPD basis set.

LUMO energy: -0.213 eV
HOMO: -9.14 eV
Energy above the lowest of the compared OMol25 structures with the same formula, charge and spin: 184.79 kcal/mol
Frontier orbital gap: 8.92 eV

Last column: Löwdin charge in e.
CARTESIAN COORDINATES (ANGSTROEM)
C (-0.707, -0.034, 2.010)  -0.67
C (-0.143, -1.108, 1.169)  -0.28
C (0.576, -0.245, -2.101)  -0.23
H (1.858, 0.737, 1.283)  0.14
H (-1.544, 0.506, 1.280)  0.15
H (-1.058, -0.690, 2.788)  0.07
H (-0.830, -1.867, 0.864)  0.12
H (0.729, -1.603, 1.592)  0.12
H (1.170, -0.609, -2.871)  0.10
H (-0.087, 1.089, -3.362)  0.21
H (-0.576, 1.181, -0.541)  0.15
N (0.576, -0.950, -1.061)  0.08
N (0.292, 1.175, -2.189)  -0.05
O (0.222, -0.155, 0.095)  -0.37
O (-1.030, 1.530, -1.537)  -0.18
S (0.555, 1.044, 2.582)  0.64

Record 8
Here is the molecule C3H8N2O2S from the OMol25 dataset. Energies are from ωB97M-V with the def2-TZVPD basis set.

LUMO energy: 0.619 eV
HOMO: -8.42 eV
Energy above the lowest of the compared OMol25 structures with the same formula, charge and spin: 98.06 kcal/mol
Frontier orbital gap: 9.04 eV

Last column: Löwdin charge in e.
CARTESIAN COORDINATES (ANGSTROEM)
C (-2.834, -0.787, -0.488)  -0.01
C (0.489, -0.028, 0.450)  -0.45
C (1.754, -0.574, 0.903)  -0.52
H (-3.524, 0.012, -0.757)  0.08
H (-3.180, -1.325, 0.346)  0.06
H (-2.669, -1.367, -1.446)  0.10
H (2.213, 0.194, 1.636)  0.12
H (1.588, -1.430, 1.570)  0.08
H (2.446, 0.173, -1.143)  -0.05
H (-0.399, 1.355, -0.745)  0.13
H (1.712, 2.639, 0.160)  0.15
N (-0.599, -0.755, 0.427)  0.05
N (0.297, 1.284, -0.019)  0.01
O (-1.646, -0.014, 0.003)  -0.24
O (1.599, 1.773, -0.355)  -0.14
S (2.753, -1.152, -0.544)  0.67

Record 9
Here is the molecule C3H8N2O2S from the OMol25 dataset. Energies are from ωB97M-V with the def2-TZVPD basis set.

LUMO energy: 0.702 eV
HOMO: -9.30 eV
Energy above the lowest of the compared OMol25 structures with the same formula, charge and spin: 53.14 kcal/mol
Frontier orbital gap: 10.00 eV

Last column: Löwdin charge in e.
CARTESIAN COORDINATES (ANGSTROEM)
C (-2.212, 0.697, -0.535)  -0.07
C (-1.047, -0.970, 0.760)  -0.48
C (1.558, -0.774, -0.098)  -0.76
H (-3.288, 0.542, -0.230)  0.11
H (-1.986, -0.023, -1.295)  0.05
H (-2.019, 1.661, -0.926)  0.08
H (-0.660, -1.122, 1.741)  0.09
H (-1.956, -1.512, 0.673)  0.07
H (3.307, -0.701, 0.433)  0.05
H (0.480, 0.981, 0.151)  0.10
H (2.732, 1.839, -0.736)  0.12
N (2.607, -1.383, 0.166)  0.10
N (1.324, 0.616, -0.288)  -0.07
O (-1.334, 0.397, 0.580)  -0.28
O (2.415, 1.405, 0.098)  -0.07
S (0.079, -1.652, -0.495)  0.96

Record 10
Here is a structure of composition C3H8N2O3S2 from the OMol25 dataset. Energies are from ωB97M-V with the def2-TZVPD basis set.

LUMO energy: -1.144 eV
HOMO: -10.55 eV
Energy above the lowest of the compared OMol25 structures with the same formula, charge and spin: 0.00 kcal/mol
Frontier orbital gap: 9.40 eV

Last column: Löwdin charge in e.
CARTESIAN COORDINATES (ANGSTROEM)
C (-2.974, 0.582, -0.888)  0.00
C (-2.037, -0.303, -0.914)  -0.24
C (-1.383, -0.985, 0.304)  -0.25
N (0.496, 0.711, 1.269)  -0.48
N (1.752, 2.688, 1.933)  -0.32
O (3.929, -0.851, -1.485)  -0.03
O (1.008, -0.471, -0.810)  -0.37
O (0.879, -1.738, 1.335)  -0.31
S (1.650, 1.623, 0.868)  0.96
S (0.392, -0.716, 0.453)  0.48
H (-3.428, 0.925, -1.844)  0.09
H (-3.340, 0.691, 0.121)  0.06
H (-1.468, -0.582, -1.865)  0.12
H (-1.522, -2.117, 0.577)  0.14
H (-1.843, -0.479, 1.228)  0.11
H (3.512, -0.245, -2.003)  -0.03
H (1.089, 2.672, 2.733)  0.03
H (3.288, -1.407, -1.013)  0.03

Record 11
Here is the ion C3H8N2O6S2 with charge -2 from the OMol25 dataset. Energies are from ωB97M-V with the def2-TZVPD basis set.

LUMO energy: 6.010 eV
HOMO: -2.42 eV
Frontier orbital gap: 8.43 eV
Total charge: -2

Last column: Löwdin charge in e.
CARTESIAN COORDINATES (ANGSTROEM)
C (0.568, 0.905, 1.122)  -0.02
C (-1.156, 0.397, -0.800)  -0.05
C (-0.065, -0.111, 0.067)  -0.53
N (-0.234, -1.334, 0.757)  -0.11
N (1.143, -0.393, -0.979)  -0.09
O (-2.669, -1.167, 1.245)  -0.36
O (0.767, 0.589, -3.243)  -0.40
O (-1.342, -3.036, 2.132)  -0.41
O (-0.961, -0.814, 3.001)  -0.37
O (1.093, 2.242, -1.524)  -0.41
O (2.954, 0.820, -2.224)  -0.42
S (-1.435, -1.578, 1.873)  0.35
S (1.500, 0.912, -2.028)  0.35
H (1.053, 0.363, 1.851)  0.04
H (-0.085, 1.501, 1.633)  0.04
H (1.286, 1.567, 0.551)  0.07
H (-1.627, -0.370, -1.419)  0.10
H (-1.745, 0.852, -0.145)  0.03
H (-0.704, 1.104, -1.470)  0.04
H (-0.481, -2.034, 0.140)  0.06
H (2.140, -0.417, -0.542)  0.10

Record 12
Here is a structure of composition C3H8N2OS from the OMol25 dataset. Energies are from ωB97M-V with the def2-TZVPD basis set.

LUMO energy: 0.439 eV
HOMO: -8.89 eV
Energy above the lowest of the compared OMol25 structures with the same formula, charge and spin: 185.71 kcal/mol
Frontier orbital gap: 9.33 eV

Last column: Löwdin charge in e.
CARTESIAN COORDINATES (ANGSTROEM)
C (-1.769, 0.431, 1.261)  -0.59
C (0.591, 1.251, 0.660)  -0.52
C (0.605, 0.174, -1.197)  -0.28
H (-2.812, 0.782, 2.124)  0.14
H (-0.749, 0.051, 2.101)  0.12
H (-1.780, -0.545, 0.454)  0.09
H (1.037, 2.003, 0.134)  0.04
H (0.999, 1.191, 1.692)  0.12
H (0.312, 1.000, -1.846)  0.14
H (1.414, -2.771, -2.294)  0.15
H (0.312, -2.647, -0.702)  0.21
N (0.947, -0.842, -1.866)  -0.13
N (1.394, -2.031, -1.301)  -0.09
O (0.704, 0.036, 0.142)  -0.13
S (-1.205, 1.916, 0.638)  0.74

Record 13
Here is a cluster of 2 separate species, C3H8N2OS in total from the OMol25 dataset. Energies are from ωB97M-V with the def2-TZVPD basis set.

LUMO energy: 0.742 eV
HOMO: -8.71 eV
Energy above the lowest of the compared OMol25 structures with the same formula, charge and spin: 67.53 kcal/mol
Frontier orbital gap: 9.45 eV

Last column: Löwdin charge in e.
CARTESIAN COORDINATES (ANGSTROEM)
C (1.285, -0.550, 0.720)  -0.32
C (-2.575, 0.706, 0.946)  -0.36
C (2.031, 0.361, -0.089)  -0.31
N (0.849, -1.506, 1.149)  0.16
N (2.151, -0.279, -1.395)  -0.01
O (-1.284, -0.796, -0.875)  -0.51
S (-1.220, 0.736, -0.294)  0.78
H (-3.471, 0.543, 0.272)  0.04
H (-2.408, 1.771, 1.391)  0.07
H (-2.474, -0.132, 1.618)  0.02
H (3.136, 0.561, 0.368)  0.17
H (1.438, 1.252, -0.091)  0.06
H (-0.911, -1.468, -0.236)  0.04
H (1.978, -1.262, -1.317)  0.06
H (1.474, 0.063, -2.166)  0.12

Record 14
Here is the molecule C3H8N2OS from the OMol25 dataset. Energies are from ωB97M-V with the def2-TZVPD basis set.

LUMO energy: 0.396 eV
HOMO: -8.42 eV
Energy above the lowest of the compared OMol25 structures with the same formula, charge and spin: 90.53 kcal/mol
Frontier orbital gap: 8.81 eV

Last column: Löwdin charge in e.
CARTESIAN COORDINATES (ANGSTROEM)
C (-1.612, 0.289, 0.823)  -0.23
C (-0.305, 0.739, 0.339)  -0.55
C (0.692, -0.340, -0.059)  -0.88
H (-2.358, -0.591, -1.265)  0.14
H (-3.036, -1.246, 0.353)  0.10
H (-2.253, 1.290, 1.073)  0.16
H (-1.469, -0.176, 1.799)  0.10
H (-0.060, 1.358, 1.247)  0.14
H (-0.204, 2.569, -0.624)  0.15
H (-0.257, 0.957, -1.680)  0.17
H (-0.737, -1.800, -0.340)  0.10
N (-2.186, -0.828, -0.177)  -0.05
N (-0.770, 1.576, -0.784)  -0.02
O (0.239, -1.539, -0.327)  -0.02
S (2.282, 0.036, 0.135)  0.69

Record 15
Here is the molecule C3H8N2OS from the OMol25 dataset. Energies are from ωB97M-V with the def2-TZVPD basis set.

LUMO energy: 0.775 eV
HOMO: -9.35 eV
Energy above the lowest of the compared OMol25 structures with the same formula, charge and spin: 21.34 kcal/mol
Frontier orbital gap: 10.13 eV

Last column: Löwdin charge in e.
CARTESIAN COORDINATES (ANGSTROEM)
N (0.460, 0.259, 1.489)  0.05
C (-0.040, -0.400, 0.243)  -0.43
C (0.840, -0.186, -0.899)  -0.53
S (2.595, -0.647, -0.603)  0.71
C (-1.532, -0.026, 0.065)  -0.50
N (-1.759, 1.337, 0.100)  0.16
O (-2.348, -0.920, 0.048)  0.08
H (-0.267, 0.094, 2.172)  0.08
H (2.732, -1.601, -1.549)  -0.15
H (1.249, -0.296, 1.805)  0.05
H (-0.091, -1.485, 0.398)  0.14
H (0.558, -0.504, -1.903)  0.09
H (0.996, 0.884, -1.124)  0.07
H (-0.940, 1.862, 0.337)  0.08
H (-2.453, 1.629, -0.579)  0.11

Record 16
Here is the molecule C3H8N2OS from the OMol25 dataset. Energies are from ωB97M-V with the def2-TZVPD basis set.

LUMO energy: 0.546 eV
HOMO: -9.24 eV
Energy above the lowest of the compared OMol25 structures with the same formula, charge and spin: 30.50 kcal/mol
Frontier orbital gap: 9.79 eV

Last column: Löwdin charge in e.
CARTESIAN COORDINATES (ANGSTROEM)
N (0.980, -1.715, 0.190)  0.04
C (-0.061, -0.745, -0.232)  -0.39
C (-0.628, -0.078, 1.030)  -0.53
S (-2.368, 0.376, 0.712)  0.72
C (0.583, 0.225, -1.250)  -0.46
N (0.465, 1.632, -1.039)  0.10
O (1.192, -0.196, -2.186)  0.11
H (1.204, -2.320, -0.575)  0.07
H (1.711, -1.306, 0.743)  0.08
H (-0.816, -1.354, -0.736)  0.13
H (-0.040, 0.776, 1.324)  0.06
H (-0.561, -0.813, 1.819)  0.07
H (-2.337, 1.564, 1.330)  -0.15
H (-0.453, 1.957, -0.759)  0.06
H (1.130, 1.995, -0.370)  0.09

Record 17
Here is the molecule C3H8N2P2 from the OMol25 dataset. Energies are from ωB97M-V with the def2-TZVPD basis set.

LUMO energy: 1.039 eV
HOMO: -8.13 eV
Energy above the lowest of the compared OMol25 structures with the same formula, charge and spin: 11.72 kcal/mol
Frontier orbital gap: 9.17 eV

Last column: Löwdin charge in e.
CARTESIAN COORDINATES (ANGSTROEM)
C (-0.548, -1.413, 1.052)  -0.11
C (1.365, 0.410, -0.520)  -0.28
C (-0.642, -0.178, 0.269)  -0.71
N (-0.871, 1.267, -1.745)  -0.51
N (-1.178, 0.845, 0.796)  -0.23
P (-1.246, 2.202, -0.214)  0.78
P (-0.128, -0.185, -1.483)  0.85
H (-1.253, -2.176, 0.867)  0.06
H (0.327, -1.898, 0.869)  0.02
H (-0.737, -1.281, 2.240)  0.15
H (2.193, 0.150, -1.057)  -0.01
H (1.156, 1.441, -0.382)  -0.01
H (1.521, -0.117, 0.445)  0.06
H (-0.895, 1.946, -2.473)  0.01
H (-2.696, 2.304, -0.372)  -0.08